[1]
18
Properties=species:S:1:pos:R:3:lowdin_charge:R:1 method="wB97M-V/def2-TZVPD" homo_lumo_gap_ev=9.56 fmax_ev_per_a=1.5 energy_ev=-10817.64933 homo_energy_ev=-9.13 e_above_lowest_kcal_mol=16.7
C 0.675 0.385 0.580 -0.080
N -0.157 1.049 -0.402 -0.013
C -0.700 0.389 -1.445 -0.575
N -1.480 1.179 -2.288 0.113
N -0.370 -0.826 -1.729 0.092
H 1.523 -0.136 0.151 0.074
H 0.054 -0.371 1.088 0.085
H 0.960 1.112 1.330 0.073
H -0.523 1.984 -0.314 0.131
H -2.186 1.795 -1.893 0.091
H -1.934 0.594 -2.979 0.089
H -1.121 -1.370 -2.124 0.051
H 0.829 1.350 4.381 0.028
H -0.243 0.245 4.154 0.026
O 0.221 0.753 4.828 -0.059
H 0.778 -2.045 -0.780 -0.029
H 1.293 -3.197 0.082 0.020
O 1.586 -2.596 -0.611 -0.116

=====

[2]
87
Properties=species:S:1:pos:R:3:lowdin_charge:R:1 method="wB97M-V/def2-TZVPD" homo_lumo_gap_ev=9.98 fmax_ev_per_a=4.7 energy_ev=-109523.24262 smiles="CCCCCCCCCCCC[C@H]1[C@@H](Br)C(=O)N[C@@]1(CCCCCN)OCCC.c1ccncc1" homo_energy_ev=-9.48
C 5.275 1.596 1.358 -0.105
C 4.057 2.495 1.673 -0.248
C 3.190 2.837 0.445 -0.221
C 3.987 3.394 -0.763 -0.175
C 4.381 2.237 -1.751 -0.194
C 3.638 2.331 -3.114 -0.198
C 2.582 1.217 -3.161 -0.224
C 1.731 1.202 -4.453 -0.188
C 1.254 -0.248 -4.740 -0.198
C -0.261 -0.478 -4.491 -0.189
C -0.513 -1.176 -3.131 -0.168
C -1.764 -0.631 -2.349 -0.137
C -1.324 -0.284 -0.905 -0.247
C -0.426 0.965 -0.818 -0.526
Br -0.841 2.517 -1.902 0.853
C -0.675 1.388 0.655 -0.557
O 0.043 2.016 1.304 0.146
N -1.910 0.842 1.085 0.158
C -2.397 -0.268 0.213 -0.434
C -2.336 -1.497 1.159 -0.089
C -0.924 -1.780 1.709 -0.184
C -0.170 -2.934 1.002 -0.192
C 1.366 -2.788 1.200 -0.193
C 2.046 -2.037 0.061 -0.278
N 3.286 -1.343 0.505 0.011
O -3.741 -0.235 -0.169 -0.063
C -4.150 0.963 -0.830 -0.197
C -4.927 1.902 0.139 -0.198
C -4.521 3.371 -0.116 -0.101
H 5.059 0.887 0.560 0.042
H 6.138 2.214 1.110 0.071
H 5.494 0.984 2.235 0.069
H 4.361 3.397 2.210 0.102
H 3.409 1.935 2.358 0.095
H 2.484 3.615 0.750 0.103
H 2.621 1.946 0.168 0.081
H 4.859 3.979 -0.466 0.106
H 3.305 4.040 -1.323 0.092
H 4.071 1.296 -1.298 0.061
H 5.465 2.247 -1.877 0.104
H 4.375 2.177 -3.910 0.107
H 3.165 3.303 -3.269 0.106
H 1.894 1.436 -2.335 0.068
H 3.069 0.254 -2.996 0.107
H 0.881 1.875 -4.342 0.073
H 2.340 1.535 -5.299 0.105
H 1.853 -0.992 -4.213 0.099
H 1.418 -0.446 -5.805 0.099
H -0.572 -1.182 -5.270 0.102
H -0.841 0.437 -4.620 0.096
H 0.400 -1.039 -2.541 0.083
H -0.654 -2.255 -3.227 0.113
H -2.109 0.237 -2.910 0.069
H -2.521 -1.415 -2.288 0.121
H -0.622 -1.090 -0.681 0.094
H 0.590 0.575 -0.883 0.075
H -2.500 1.675 1.126 0.128
H -2.604 -2.353 0.527 0.126
H -3.057 -1.341 1.954 0.103
H -1.048 -2.110 2.741 0.082
H -0.268 -0.904 1.751 0.104
H -0.441 -3.852 1.528 0.107
H -0.424 -3.022 -0.059 0.103
H 1.498 -2.196 2.114 0.108
H 1.803 -3.768 1.392 0.107
H 2.241 -2.678 -0.801 0.117
H 1.343 -1.257 -0.281 0.074
H 3.646 -0.896 -0.340 0.044
H 2.963 -0.548 1.058 0.056
H -3.353 1.474 -1.370 0.062
H -4.875 0.650 -1.591 0.127
H -5.999 1.728 0.080 0.105
H -4.578 1.631 1.140 0.099
H -3.469 3.401 -0.416 0.035
H -4.585 3.992 0.779 0.071
H -5.098 3.821 -0.926 0.073
N -3.100 -3.141 3.924 0.061
C -3.693 -4.291 4.245 -0.144
C -3.953 -4.686 5.548 -0.073
C -3.572 -3.842 6.578 -0.081
C -2.953 -2.643 6.266 -0.068
C -2.743 -2.341 4.930 -0.151
H -3.971 -4.921 3.407 0.105
H -4.440 -5.630 5.749 0.101
H -3.756 -4.114 7.610 0.106
H -2.640 -1.956 7.041 0.102
H -2.264 -1.411 4.638 0.105

=====

[3]
20
Properties=species:S:1:pos:R:3:lowdin_charge:R:1 method="wB97M-V/def2-TZVPD" homo_lumo_gap_ev=9.48 fmax_ev_per_a=4.1 energy_ev=-8930.75205 smiles="C=CC[C@@H](C)N.O" homo_energy_ev=-8.94 e_above_lowest_kcal_mol=75.1
C -1.109 1.053 0.663 -0.095
C -0.467 -0.334 0.562 -0.454
C -0.723 -0.999 -0.872 -0.181
C 0.200 -1.024 -2.039 -0.175
C 0.186 -1.967 -3.062 -0.021
N -0.904 -1.254 1.569 0.004
H -2.196 0.868 0.813 0.085
H -0.869 1.648 1.514 0.043
H -0.921 1.839 -0.112 0.089
H 0.692 -0.130 0.730 0.150
H -1.719 -0.847 -1.099 0.087
H -0.971 -2.060 -0.717 0.105
H 1.177 -0.432 -2.136 0.114
H 0.576 -1.736 -4.020 0.020
H -0.334 -2.989 -2.975 0.075
H -0.814 -2.241 1.418 0.062
H -0.501 -1.054 2.502 0.092
H 3.211 3.559 1.760 0.027
H 2.249 4.171 2.842 0.086
O 3.237 3.928 2.660 -0.113